DFT (ωB97M-V with the def2-TZVPD basis set) results for a 2-piece molecular cluster, C6H9NO3 overall at a distorted geometry.

Last column: natural (NBO) charge in e.
CARTESIAN COORDINATES (ANGSTROEM)
C: 2.41154 -0.32540 1.84344  -0.64
C: 1.53948 -0.99575 0.83857  0.09
C: 0.95415 -0.52682 -0.31512  0.01
O: 0.14119 -1.52814 -0.86719  -0.40
C: 0.48058 -2.56571 -0.13209  0.34
N: 1.25191 -2.31700 0.85929  -0.48
H: 1.77504 0.52144 2.07072  0.22
H: 2.51793 -0.96822 2.65148  0.24
H: 3.41429 0.15718 1.48331  0.23
H: 0.94906 0.47819 -0.71017  0.20
H: -0.02721 -3.53428 -0.30997  0.19
C: -2.46090 1.33002 -1.67454  -0.72
C: -1.74366 1.38614 -0.39235  0.78
O: -1.98934 0.65254 0.54178  -0.60
O: -0.77532 2.25264 -0.36182  -0.68
H: -1.93266 0.76539 -2.44638  0.25
H: -3.49195 0.76827 -1.62108  0.24
H: -2.73798 2.25397 -1.95850  0.23
H: -0.27614 2.19555 0.50061  0.50

Molar mass   143.14 g mol⁻¹
HOMO-LUMO gap   0.352 Eh
Largest force on an atom   4.6 eV/A
Spin multiplicity   1
E   -13999.41844 eV
SMILES string   Cc1cocn1.CC(=O)O
Relative energy (zero: lowest compared OMol25 entry of this formula, charge and spin)   114.8 kJ/mol



DFT (ωB97M-V with the def2-TZVPD basis set) results for C6H9NO3 as an isolated structure at a distorted geometry.

Last column: natural (NBO) charge in e.
CARTESIAN COORDINATES (ANGSTROEM)
O: 1.68216 2.30180 -0.97941  -0.58
C: 0.53669 1.91672 -1.13668  0.53
N: 0.04757 0.65560 -0.71533  -0.67
C: 0.83211 -0.33297 -0.04139  -0.05
C: 0.25008 -1.12593 1.17038  0.02
C: -1.02696 -1.73046 0.57020  -0.23
C: -0.57202 -2.20580 -0.59698  -0.22
C: 0.90985 -1.81568 -0.52669  0.02
O: 1.23292 -2.14984 0.85192  -0.49
H: -0.19010 2.43925 -1.78851  0.12
H: -0.91820 0.43116 -0.92989  0.40
H: 1.82318 0.07868 0.17101  0.25
H: 0.26840 -0.76262 2.20164  0.21
H: -2.02316 -1.74176 1.00586  0.23
H: -1.07997 -2.73208 -1.40166  0.23
H: 1.62246 -2.17656 -1.27376  0.21
H: -0.74338 2.27269 1.05025  0.47
O: -0.87906 3.23128 1.33333  -0.94
H: -1.77259 3.44653 1.03571  0.47

Molar mass   143.14 g mol⁻¹
HOMO-LUMO gap   0.382 Eh
Largest force on an atom   2.0 eV/A
Spin multiplicity   1
E   -13997.88475 eV
Relative energy (zero: lowest compared OMol25 entry of this formula, charge and spin)   262.8 kJ/mol



DFT (ωB97M-V with the def2-TZVPD basis set) results for a 2-piece molecular cluster, C6H9NO3 overall at a distorted geometry.

Last column: natural (NBO) charge in e.
CARTESIAN COORDINATES (ANGSTROEM)
O: 0.22581 -3.05509 -0.19549  -0.54
C: 0.61117 -1.96499 0.17318  0.53
N: -0.00841 -0.78370 -0.11939  -0.52
C: -1.29666 -0.42063 -0.82810  0.76
O: -2.12447 -1.12258 -1.34170  -0.50
C: -1.32126 0.90750 -0.08413  -0.51
C: -0.05701 0.45925 0.65011  0.11
C: 0.27962 0.63653 2.08823  -0.43
C: 1.14571 1.26252 1.01367  -0.43
H: 1.54720 -1.82016 0.74916  0.11
H: -1.18524 1.76583 -0.75303  0.25
H: -2.20595 1.02390 0.55389  0.25
H: -0.36979 1.28519 2.67696  0.23
H: 0.68566 -0.22111 2.62620  0.23
H: 2.12624 0.81522 0.83693  0.22
H: 1.09028 2.34145 0.85965  0.23
O: 0.18942 0.01278 -3.04011  -0.95
H: 0.80784 -0.39944 -2.29864  0.48
H: -0.14018 -0.72248 -3.56739  0.48

Molar mass   143.14 g mol⁻¹
HOMO-LUMO gap   0.383 Eh
Largest force on an atom   3.4 eV/A
Spin multiplicity   1
E   -13998.70609 eV
SMILES string   O=CN1C(=O)CC12CC2.O
Relative energy (zero: lowest compared OMol25 entry of this formula, charge and spin)   183.5 kJ/mol



DFT (ωB97M-V with the def2-TZVPD basis set) results for C6H9NO4S as an isolated structure at a distorted geometry.

Last column: Löwdin spin population.
CARTESIAN COORDINATES (ANGSTROEM)
C: 2.19916 -0.65483 -0.04335  0.01
C: 0.91384 -0.42076 -0.69685  0.35
C: -3.55392 0.10355 0.41336  0.01
C: 2.69249 -0.18773 1.12251  0.23
C: -0.09264 0.32115 -0.19176  0.35
C: -2.44866 1.12526 0.00773  0.02
N: -1.39370 0.23918 -0.58563  0.30
O: -4.70588 0.24341 0.16271  0.00
O: -3.12767 -0.79330 1.29463  0.01
O: -0.87369 -2.34307 -1.57849  0.17
O: -0.76442 -2.19358 0.82345  0.17
S: -0.07454 -2.49231 -0.40465  0.31
H: 2.80932 -1.15212 -0.77196  0.00
H: 0.73857 -0.76898 -1.75997  0.02
H: 3.56151 -0.52830 1.66759  0.01
H: 2.11501 0.48650 1.66558  0.02
H: 0.22275 0.99577 0.68273  0.02
H: -2.12124 1.58123 1.02764  0.00
H: -2.86314 1.76467 -0.77428  0.01
H: -1.48160 -0.43746 -1.36202  0.01
H: -2.19692 -0.75388 1.41500  0.00

Molar mass   191.21 g mol⁻¹
HOMO-LUMO gap (spin up / spin down)   0.234 / 0.270 Eh
Largest force on an atom   5.5 eV/A
Spin multiplicity   3
E   -26878.42629 eV
Relative energy (zero: lowest compared OMol25 entry of this formula, charge and spin)   0.0 kJ/mol



DFT (ωB97M-V with the def2-TZVPD basis set) results for C6H9NO6 in the gas phase at a distorted geometry.

Last column: natural (NBO) charge in e.
CARTESIAN COORDINATES (ANGSTROEM)
C: -1.61837 1.40974 0.05585  -0.09
C: 0.87744 -1.46836 -0.93897  -0.13
C: -0.76717 -0.81242 0.74139  0.02
C: 0.24930 0.42914 1.01516  0.19
C: -1.86239 -0.08042 -0.03609  0.00
C: 1.58825 -0.20357 -0.64529  0.29
N: 2.69840 -0.10907 0.19688  0.46
O: 2.98940 -1.07211 0.90074  -0.41
O: 3.28697 0.98548 0.20422  -0.45
O: -0.35966 1.58518 0.72690  -0.49
O: -0.11378 -1.85561 -0.02602  -0.51
O: -3.13748 -0.31520 0.43736  -0.68
O: 1.51659 0.67549 -1.69799  -0.69
H: -1.49861 1.99031 -0.99250  0.22
H: -2.46299 1.98014 0.72403  0.19
H: 0.44731 -1.28069 -2.02180  0.20
H: 1.67774 -2.36644 -0.90433  0.24
H: -1.23421 -1.26909 1.61980  0.23
H: 1.00598 0.41713 1.83267  0.22
H: -1.95243 -0.38730 -1.01369  0.21
H: -3.25228 0.23117 1.26739  0.46
H: 1.92198 1.51650 -1.44570  0.51

Molar mass   191.14 g mol⁻¹
HOMO-LUMO gap   0.307 Eh
Largest force on an atom   3.7 eV/A
Spin multiplicity   1
E   -20136.33471 eV
Relative energy (zero: lowest compared OMol25 entry of this formula, charge and spin)   148.7 kJ/mol



DFT (ωB97M-V with the def2-TZVPD basis set) results for a 2-piece molecular cluster, C6H9NOS overall at a distorted geometry.

Last column: natural (NBO) charge in e.
CARTESIAN COORDINATES (ANGSTROEM)
C: 1.75619 0.76529 -1.08162  -0.09
C: -2.00249 1.62400 -0.71062  -0.17
C: -1.85843 1.19158 0.70025  0.09
C: 0.43290 0.11997 0.91918  -0.39
C: 0.54628 -0.86071 -0.20630  -0.16
C: 1.17552 -2.21674 0.44451  -0.58
N: 1.27313 -0.38569 -1.31649  -0.41
O: -2.54242 0.39309 -0.18232  -0.49
S: 1.38661 1.48470 0.42228  0.31
H: 2.40716 1.30717 -1.72400  0.21
H: -2.78874 2.36987 -0.94356  0.18
H: -1.42768 1.25987 -1.53231  0.20
H: -2.07809 1.72307 1.72476  0.22
H: 0.51042 -0.24153 1.95692  0.23
H: -0.50431 -1.14681 -0.50784  0.23
H: 1.17173 -3.00239 -0.21759  0.21
H: 0.38650 -2.30054 1.23472  0.20
H: 2.15571 -2.08420 1.02002  0.21

Molar mass   143.21 g mol⁻¹
HOMO-LUMO gap (spin up / spin down)   0.291 / 0.290 Eh
Largest force on an atom   4.5 eV/A
Spin multiplicity   1
E   -20734.86185 eV
Relative energy (zero: lowest compared OMol25 entry of this formula, charge and spin)   462.9 kJ/mol



DFT (ωB97M-V with the def2-TZVPD basis set) results for C6H9NS in the gas phase at a distorted geometry.

Last column: natural (NBO) charge in e.
CARTESIAN COORDINATES (ANGSTROEM)
C: -2.95242 0.31079 0.35325  -0.46
C: -1.80679 -0.39214 0.63089  0.00
N: -0.50832 -0.36677 0.01860  -0.49
C: -0.34123 0.43635 -1.09770  -0.04
S: 1.21202 0.73757 -1.75114  -0.13
C: 0.60606 -0.59954 0.95790  0.18
C: 1.04858 -1.88986 1.03819  -0.38
C: 1.34891 0.69150 1.48754  -0.66
H: -3.84619 0.26872 0.99870  0.23
H: -2.91601 1.25008 -0.30365  0.20
H: -1.93156 -1.29835 1.27995  0.21
H: -1.38836 0.82606 -1.50135  0.22
H: 1.83912 -2.10473 1.75169  0.21
H: 0.42700 -2.77862 0.59791  0.22
H: 2.29659 0.54338 2.01225  0.23
H: 0.71802 1.36395 2.08494  0.22
H: 1.54870 1.35313 0.74716  0.24

Molar mass   127.21 g mol⁻¹
HOMO-LUMO gap   0.308 Eh
Largest force on an atom   3.3 eV/A
Spin multiplicity   1
E   -18690.27461 eV
SMILES string   C=CN(C=S)C(=C)C
Relative energy (zero: lowest compared OMol25 entry of this formula, charge and spin)   283.3 kJ/mol



DFT (ωB97M-V with the def2-TZVPD basis set) results for a 2-piece molecular cluster, C6H9O2 overall at a distorted geometry.

Last column: natural (NBO) charge in e.
CARTESIAN COORDINATES (ANGSTROEM)
C: -0.75138 -0.42381 -2.47241  1.01
C: -1.26553 -0.80059 1.20929  -0.46
C: -1.37390 0.65216 0.86027  -0.48
C: -0.44292 -0.24092 0.15231  -0.37
C: 1.85931 0.76383 -0.24809  -0.60
C: 1.09375 -0.39977 0.39566  -0.42
O: -0.18438 0.55033 -2.79183  -0.62
O: -1.47058 -1.34906 -2.65573  -0.62
H: -0.86928 -1.26616 2.12355  0.17
H: -2.29047 -1.35758 0.97611  0.15
H: -2.23700 1.12962 0.24243  0.19
H: -1.03173 1.24416 1.78483  0.14
H: 1.65734 1.82027 0.19806  0.18
H: 1.79196 0.91737 -1.26564  0.22
H: 2.89509 0.73263 0.03690  0.17
H: 1.26920 -0.55784 1.54440  0.14
H: 1.35052 -1.41466 -0.09012  0.19

Charge   -1
Molar mass   113.14 g mol⁻¹
HOMO-LUMO gap   0.217 Eh
Largest force on an atom   5.0 eV/A
Spin multiplicity   1
E   -10460.55344 eV
Relative energy (zero: lowest compared OMol25 entry of this formula, charge and spin)   334.2 kJ/mol



DFT (ωB97M-V with the def2-TZVPD basis set) results for a 2-piece molecular cluster, C6H9O2 overall at a distorted geometry.

Last column: natural (NBO) charge in e.
CARTESIAN COORDINATES (ANGSTROEM)
O: 1.75914 1.75083 -0.88153  -0.81
C: 1.48900 2.21783 -2.00743  0.63
O: 0.95523 3.29229 -2.32253  -0.78
C: 0.41284 -0.85816 -0.67807  -0.62
C: -0.61820 -0.89535 0.33551  -0.07
C: -0.35916 -1.27370 1.63391  -0.42
C: -1.32079 -1.99856 2.39492  -0.18
C: -2.51941 -2.42530 1.97652  -0.49
H: 0.23704 -0.46506 -1.66323  0.24
H: 1.22604 -1.52718 -0.53704  0.22
H: -1.59781 -0.45612 0.10558  0.20
H: 0.61783 -0.11693 0.18922  0.36
H: 0.57702 -0.98281 2.08991  0.21
H: -1.20475 -1.95076 3.47549  0.18
H: 1.77641 1.53705 -2.87387  -0.03
H: -3.30151 -2.63266 2.67855  0.19
H: -2.73370 -2.38256 0.91152  0.18

Charge   -1
Molar mass   113.14 g mol⁻¹
HOMO-LUMO gap   0.281 Eh
Largest force on an atom   2.9 eV/A
Spin multiplicity   1
E   -10460.45874 eV
Relative energy (zero: lowest compared OMol25 entry of this formula, charge and spin)   343.4 kJ/mol



DFT (ωB97M-V with the def2-TZVPD basis set) results for an isolated ion of composition C6H9O2 and charge +1 at a distorted geometry.

Last column: natural (NBO) charge in e.
CARTESIAN COORDINATES (ANGSTROEM)
C: 0.11831 0.80819 -0.09203  -0.45
C: 1.22766 0.02108 -0.03797  0.52
C: -1.23904 0.03233 0.20959  0.67
C: -0.09766 -1.93455 0.32400  0.21
C: 2.55558 0.59813 -0.18409  -0.69
C: -2.50198 0.88058 -0.12191  -0.69
O: 1.13018 -1.28140 0.13360  -0.44
O: -1.17765 -1.12386 0.77320  -0.42
H: 0.04395 1.80087 -0.18330  0.25
H: -0.35099 -2.45302 -0.65494  0.20
H: 0.05726 -2.66822 1.11718  0.23
H: 2.62430 1.12776 -1.15170  0.27
H: 3.32159 -0.15630 -0.16806  0.26
H: 2.57356 1.15346 0.71364  0.26
H: -2.74896 1.61683 0.64177  0.29
H: -3.34659 0.22108 -0.28487  0.26
H: -2.18951 1.35704 -1.03410  0.26

Charge   +1
Molar mass   113.14 g mol⁻¹
HOMO-LUMO gap   0.326 Eh
Largest force on an atom   8.1 eV/A
Spin multiplicity   1
E   -10453.70751 eV
Relative energy (zero: lowest compared OMol25 entry of this formula, charge and spin)   96.8 kJ/mol



DFT (ωB97M-V with the def2-TZVPD basis set) results for C6H9OP in the gas phase at a distorted geometry.

Last column: natural (NBO) charge in e.
CARTESIAN COORDINATES (ANGSTROEM)
C: 1.92645 -1.09250 1.74789  -0.72
C: 2.03794 0.16133 0.87541  0.51
O: 2.98936 0.92828 1.04232  -0.55
C: 1.02084 0.48783 -0.06753  -0.48
P: 1.13048 2.07806 -0.71887  0.77
C: -0.68388 1.85352 -1.53490  -0.64
C: -1.35301 0.82292 -0.53158  -0.39
C: -0.29152 -0.21402 -0.32643  -0.47
H: 1.69553 -2.03106 1.15876  0.23
H: 1.17351 -0.98433 2.51072  0.23
H: 2.79551 -1.03668 2.32430  0.24
H: -0.52562 1.27597 -2.55498  0.21
H: -1.04057 2.75977 -1.62075  0.20
H: -2.32439 0.36071 -0.91032  0.22
H: -1.51209 1.41662 0.37437  0.21
H: -0.30579 -1.04183 -1.01022  0.23
H: -0.46420 -0.75921 0.57548  0.22

Molar mass   128.11 g mol⁻¹
HOMO-LUMO gap   0.308 Eh
Largest force on an atom   7.6 eV/A
Spin multiplicity   1
E   -17702.13353 eV
SMILES string   CC(=O)C1=PCCC1
Relative energy (zero: lowest compared OMol25 entry of this formula, charge and spin)   16.0 kJ/mol



DFT (ωB97M-V with the def2-TZVPD basis set) results for C6H9OP in the gas phase at a distorted geometry.

Last column: natural (NBO) charge in e.
CARTESIAN COORDINATES (ANGSTROEM)
C: -2.54158 -0.43165 -0.07760  0.54
C: -1.80039 0.52648 0.21796  -0.29
C: -0.77653 1.35147 0.75435  -0.49
C: 0.11333 1.67810 -0.42737  -0.68
C: 1.35226 -1.24640 0.55220  -0.61
C: 1.00123 -1.19617 -0.93603  -0.81
O: -3.32938 -1.23834 -0.43250  -0.52
P: 0.05336 0.19237 -1.62077  0.82
H: -1.20660 2.10853 1.43686  0.23
H: -0.26568 0.91365 1.56198  0.21
H: -0.34080 2.40932 -1.07752  0.23
H: 1.06182 2.09931 -0.12342  0.22
H: 1.58731 -2.21383 0.91682  0.22
H: 2.15599 -0.53018 0.85935  0.20
H: 0.48596 -0.98781 1.09965  0.21
H: 0.55201 -2.19071 -1.10039  0.26
H: 1.89769 -1.24413 -1.60358  0.24

Molar mass   128.11 g mol⁻¹
HOMO-LUMO gap (spin up / spin down)   0.269 / 0.249 Eh
Largest force on an atom   2.2 eV/A
Spin multiplicity   1
E   -17699.78213 eV
Relative energy (zero: lowest compared OMol25 entry of this formula, charge and spin)   242.9 kJ/mol



The highest E belongs to which entry? number 10